# 1
{"formula": "C37H51N8O2S2Se2Ti", "method": "wB97M-V/def2-TZVPD", "homo_lumo_gap_ev": [4.3, 6.0], "spin_multiplicity": 2, "homo_energy_ev": [-4.72, -6.43], "s2": 0.78, "species": ["Se", "Se", "Ti", "S", "S", "O", "O", "N", "N", "N", "N", "N", "N", "N", "N", "C", "C", "C", "C", "C", "C", "C", "C", "C", "C", "C", "C", "C", "C", "C", "C", "C", "C", "C", "C", "C", "C", "C", "C", "C", "C", "C", "C", "C", "C", "C", "C", "C", "C", "C", "C", "C", "H", "H", "H", "H", "H", "H", "H", "H", "H", "H", "H", "H", "H", "H", "H", "H", "H", "H", "H", "H", "H", "H", "H", "H", "H", "H", "H", "H", "H", "H", "H", "H", "H", "H", "H", "H", "H", "H", "H", "H", "H", "H", "H", "H", "H", "H", "H", "H", "H", "H", "H"], "coordinates": [[-0.475048, 0.365262, -1.427592], [0.411367, 2.498384, -1.660030], [0.563487, -0.786226, 0.885859], [4.928989, 0.282073, -0.085625], [-0.823059, 1.810861, 1.711832], [-3.921826, 3.568844, -2.503922], [-0.372835, 1.532204, -4.930730], [2.079260, 0.432457, 1.009869], [3.288603, -1.501590, -2.859252], [1.668951, -1.890135, 1.965527], [-0.891659, -1.147324, 2.257020], [-5.865866, 1.998037, -0.160254], [-4.731259, 0.409414, 1.210161], [2.486560, 1.522861, 0.276717], [4.180130, 2.748072, -0.698205], [-6.186919, -0.330242, -0.550773], [-1.957581, 1.653734, 3.112756], [-1.579462, -2.014044, 4.369744], [2.108833, -3.701405, 3.471827], [1.277612, -2.544426, -1.601941], [-0.871236, -4.291945, -1.340562], [-0.674058, -3.270481, -0.419159], [-5.307020, -0.633180, 0.527749], [2.520477, -1.679675, -1.639097], [0.413830, 2.888904, 2.468207], [-2.063063, 2.029615, -3.118813], [-3.430633, 2.678380, -3.465409], [1.524468, -3.190755, 2.361030], [0.380329, -2.353123, -0.514546], [2.555722, -0.844636, -3.932581], [2.923947, -2.856247, 4.282928], [-1.608207, 1.170333, -4.338411], [4.455652, 4.749702, 0.724949], [-2.788962, -2.390238, 3.838874], [1.066671, -3.556429, -2.528411], [-4.359516, -2.505401, 1.952581], [4.098204, -2.630894, -3.281311], [3.688120, 1.614429, -0.151222], [-0.011200, -4.422722, -2.410229], [-1.095617, 3.145910, -2.754564], [2.748677, 0.182993, 2.171270], [3.660490, 1.183519, 2.826790], [-6.416885, 0.976701, -0.859545], [3.122359, -1.569172, 3.908415], [-3.123336, -2.051801, 2.503109], [-2.220120, 1.145595, -1.886274], [2.526410, -1.071282, 2.709671], [-0.646232, -1.384505, 3.564282], [-2.101340, -1.416129, 1.759974], [-5.069786, 1.624718, 0.843069], [3.697100, 4.094455, -0.424913], [-5.165618, -1.969049, 0.964996], [1.717177, -1.437600, -4.318945], [5.524449, 4.796682, 0.509832], [4.641389, 0.742612, 3.008643], [-0.481642, 2.349137, -5.423537], [0.882310, -3.797752, 1.735362], [-4.711351, -3.433677, 2.394145], [-3.520734, -2.918438, 4.436737], [-1.380636, -3.208974, 0.402564], [-4.633250, 2.443352, 1.414545], [2.217329, -0.676160, -1.334717], [3.253334, 1.519383, 3.783827], [4.475729, -0.248559, -1.260599], [-7.067191, 1.263304, -1.679950], [0.854388, 2.398241, 3.335959], [-2.552632, 1.711139, -1.024822], [-3.291127, 3.258644, -4.383860], [4.734015, -2.943189, -2.448554], [-2.796055, 1.043068, 2.777039], [3.205620, -2.055184, -0.871466], [1.951622, -4.734970, 3.743645], [-1.704294, -4.974179, -1.222102], [-2.273224, -1.162925, 0.719591], [-5.922844, -2.637863, 0.567100], [-1.453956, 1.177293, 3.953334], [3.533997, -3.504723, -3.623290], [-6.664261, -1.130139, -1.100789], [2.159510, 0.104816, -3.567436], [3.741160, -0.905205, 4.496517], [2.638719, 4.034739, -0.188698], [-2.404592, 1.170764, -5.093257], [4.310715, 4.180631, 1.644754], [3.240513, -0.628083, -4.753799], [4.093742, 5.765113, 0.889308], [-4.150250, 1.876403, -3.681465], [5.137046, 2.679189, -0.998523], [-1.624791, 3.878730, -2.151201], [-0.675533, 3.647179, -3.625007], [4.744743, -2.306963, -4.098625], [-0.161252, -5.204050, -3.144675], [3.375669, -3.245830, 5.185328], [3.800511, 4.684754, -1.336689], [-1.469124, 0.139985, -4.011801], [-1.327561, -2.227172, 5.399955], [-0.054008, 3.828839, 2.756609], [1.738733, -3.679813, -3.366835], [1.174882, 3.065417, 1.710220], [-2.899540, 0.309412, -2.064530], [0.319663, -1.089766, 3.949689], [3.798579, 2.058494, 2.198287], [-4.354412, 3.073933, -1.766394], [-2.309213, 2.645538, 3.392702]], "forces_ev_per_a": [[-0.1, 0.1, -1.0], [0.3, 0.7, -0.1], [-0.5, 1.1, -0.7], [-0.3, 0.0, -0.5], [0.0, 0.2, 0.1], [-0.4, -0.4, 0.9], [0.0, 0.0, 0.1], [0.7, -0.1, -0.1], [-0.1, 0.0, 0.0], [0.8, -0.5, 0.6], [-1.1, -0.6, 0.9], [0.2, 0.2, -0.1], [0.3, -0.4, 0.0], [-0.1, 0.8, -0.4], [0.1, 0.3, -0.1], [0.1, 0.0, 0.0], [0.2, -0.1, -0.2], [0.0, 0.0, 0.0], [0.0, 0.1, -0.2], [-0.2, -0.2, 0.3], [-0.1, -0.1, 0.0], [-0.1, 0.1, 0.2], [-0.2, 0.1, 0.2], [0.0, -0.1, -0.2], [-0.2, -0.1, -0.2], [0.2, 0.0, 0.0], [0.1, -0.3, -0.1], [0.1, -0.5, 0.1], [0.2, -0.5, -0.8], [0.1, 0.0, 0.2], [0.1, 0.2, 0.0], [-0.1, 0.0, 0.0], [-0.1, -0.1, -0.1], [0.1, 0.0, 0.0], [0.0, 0.1, -0.1], [0.1, 0.1, 0.1], [0.1, 0.2, 0.1], [0.2, -0.6, 0.1], [0.0, 0.0, 0.0], [0.2, 0.0, 0.1], [0.2, 0.1, 0.4], [-0.2, -0.1, 0.1], [0.1, 0.1, 0.1], [-0.1, -0.1, 0.2], [-0.2, -0.2, -0.1], [-0.3, -0.4, 0.2], [-0.1, 0.0, -0.1], [0.1, 0.0, 0.2], [-0.2, 0.2, 0.4], [0.0, 0.2, -0.4], [-0.1, 0.0, 0.1], [0.1, -0.1, -0.1], [0.0, 0.0, 0.0], [0.0, 0.0, 0.0], [0.0, 0.0, 0.0], [0.0, 0.0, -0.1], [0.0, 0.0, 0.0], [0.0, 0.0, 0.0], [0.0, 0.0, 0.0], [0.0, 0.0, -0.1], [0.0, -0.1, 0.0], [0.0, 0.2, 0.2], [0.1, 0.0, 0.0], [0.2, 0.0, 0.2], [0.0, 0.0, 0.0], [0.0, 0.0, 0.0], [-0.1, 0.1, 0.2], [0.0, 0.0, 0.0], [0.0, 0.0, 0.0], [-0.1, 0.0, 0.0], [-0.1, 0.1, 0.1], [-0.1, 0.0, -0.1], [0.0, 0.0, 0.0], [0.0, 0.0, -0.1], [0.0, 0.0, -0.1], [-0.1, 0.0, 0.0], [0.1, 0.0, -0.1], [0.0, 0.0, 0.0], [-0.1, 0.0, 0.0], [0.0, 0.0, 0.0], [-0.1, -0.1, -0.1], [0.0, 0.0, 0.0], [0.0, 0.0, 0.0], [0.0, 0.0, 0.0], [0.0, 0.0, 0.0], [0.0, 0.1, 0.0], [0.0, -0.1, 0.0], [0.0, 0.0, 0.0], [0.0, -0.1, 0.0], [0.0, 0.0, 0.0], [0.0, 0.0, 0.0], [0.0, 0.0, 0.0], [0.0, 0.0, 0.0], [0.0, 0.0, -0.1], [0.0, 0.0, 0.0], [0.0, 0.0, 0.0], [-0.1, 0.0, 0.1], [0.0, 0.0, 0.0], [0.0, 0.0, 0.0], [0.0, -0.1, -0.1], [0.0, 0.0, 0.1], [0.2, 0.5, -0.6], [0.0, 0.0, 0.0]]}



# 2
{"formula": "C2H7OS", "method": "wB97M-V/def2-TZVPD", "homo_lumo_gap_ev": 5.5, "charge": -1, "de_lowest_kj_mol": 277.8, "homo_energy_ev": -1.51, "species": ["S", "O", "C", "C", "H", "H", "H", "H", "H", "H", "H"], "coordinates": [[-0.638228, -0.385940, 0.095280], [-0.328206, 2.859062, -0.464732], [-0.812939, -1.630784, 1.422709], [0.960686, -0.372278, -0.913528], [-0.575781, -1.368171, 2.419178], [1.410894, 0.384362, -0.377023], [-0.925729, 2.776524, 0.257167], [-0.956370, -2.602529, 0.998353], [-0.382293, 1.906393, -0.653635], [1.440618, -1.322452, -0.805856], [0.807347, -0.244188, -1.977913]], "forces_ev_per_a": [[-1.3, -1.4, 0.9], [0.3, -0.5, -0.8], [0.0, 1.7, -2.8], [-1.4, -1.6, 0.3], [0.6, 0.0, 0.7], [1.9, 1.6, 0.3], [-0.8, 0.6, 1.4], [-0.1, -0.5, 0.4], [0.5, -0.1, -0.5], [0.5, -0.5, 0.4], [-0.3, 0.6, -0.1]]}



# 3
{"formula": "C20H21N3O7S", "method": "wB97M-V/def2-TZVPD", "homo_lumo_gap_ev": 8.7, "de_lowest_kj_mol": 1672.4, "homo_energy_ev": -8.66, "species": ["S", "O", "O", "O", "O", "O", "O", "O", "N", "N", "N", "C", "C", "C", "C", "C", "C", "C", "C", "C", "C", "C", "C", "C", "C", "C", "C", "C", "C", "C", "C", "H", "H", "H", "H", "H", "H", "H", "H", "H", "H", "H", "H", "H", "H", "H", "H", "H", "H", "H", "H", "H"], "coordinates": [[4.561754, -0.939405, -0.511903], [4.871096, -0.567108, -2.062293], [-2.585368, -1.344520, -1.716698], [2.441454, 0.943241, 1.729503], [-4.515641, 1.317085, -1.370333], [5.314978, -1.967803, -0.431622], [-0.444566, -1.168593, -1.987343], [-4.147601, -0.100070, 0.074347], [1.698275, 2.159448, -0.033943], [5.132741, 0.405285, 0.289289], [-1.079659, -2.016807, -0.263527], [1.075190, -2.200973, 1.139169], [-5.368410, -0.375247, 0.067329], [-1.546321, -1.602498, -1.311694], [2.885495, -1.435333, -0.390077], [4.135711, 2.597678, 0.548374], [2.718928, 1.649296, 0.825975], [-1.598827, 1.743122, -1.633793], [-3.789235, 0.874679, -0.624529], [-2.007824, -2.580491, 1.133704], [-5.928655, -1.005578, 1.453519], [4.861841, 1.734338, -0.088934], [1.950908, -0.939350, -1.519259], [-1.663188, 0.974000, 0.580180], [2.522859, -1.697297, 0.759914], [-0.382412, 2.304765, -1.502264], [0.283778, -1.882758, 0.102606], [-2.319727, 1.306895, -0.608258], [0.355209, 2.054229, -0.223261], [-0.224691, 1.181020, 0.791482], [0.672882, -1.114173, -1.209875], [-6.092461, 0.461272, -0.219341], [-2.114008, 0.567045, 1.381920], [4.418413, 2.592383, 1.517851], [-2.146274, 2.269068, -2.377988], [-5.390579, -0.989044, -0.786688], [-5.894219, -0.239730, 2.135402], [-1.978031, -2.006039, 1.937143], [2.179632, 2.677000, -0.866187], [0.401884, 0.814491, 1.736163], [6.119283, 2.062287, -0.276032], [0.702614, -2.568021, 2.180909], [0.235232, 2.685379, -2.334755], [3.899579, 3.526528, 0.282446], [3.146851, -2.150991, 1.544774], [4.522198, 1.613351, -1.346749], [-5.330528, -1.817969, 1.561342], [-1.762175, -3.753728, 1.111766], [-7.138963, -1.272356, 1.314951], [-3.036487, -2.365726, 0.530753], [5.015050, 0.014177, 1.253815], [2.361990, -0.426445, -2.287282]], "forces_ev_per_a": [[-5.7, 14.0, -12.9], [-3.0, 1.0, 4.6], [-6.0, -0.1, -2.2], [1.1, -1.5, 1.7], [-5.1, 4.7, -6.0], [10.2, -14.8, 5.5], [2.6, 2.1, -2.4], [7.8, -0.4, 5.9], [4.6, 3.0, -3.8], [-1.8, -4.3, 2.6], [1.5, -6.1, 15.3], [1.1, 1.7, -0.2], [-10.3, -1.7, 0.8], [2.5, 3.2, -3.9], [0.5, 5.4, -7.9], [-7.4, -1.7, 5.7], [-2.1, 4.6, -2.0], [-0.8, 3.8, -2.1], [6.9, 1.1, -0.1], [-1.8, -3.7, -10.1], [-3.7, 0.9, -5.1], [9.7, -3.8, -11.8], [0.8, -1.6, 4.1], [4.5, 1.4, -1.4], [-5.2, -6.4, 9.6], [4.7, -0.8, 3.0], [-1.4, 1.9, -4.5], [-1.4, -3.4, 5.2], [-2.2, -4.3, 0.6], [-2.0, 1.6, -0.8], [-0.8, -3.6, 2.1], [1.3, -0.6, 0.6], [-2.1, -1.5, 2.3], [1.1, 0.7, 3.6], [-0.7, -0.8, -1.6], [-1.7, -1.9, -1.0], [0.4, 1.4, 2.1], [1.0, 2.5, 3.5], [-1.2, -1.1, 2.1], [-1.8, 1.0, -2.4], [-3.5, 0.1, 0.4], [1.1, 0.6, -2.2], [-0.8, 0.1, 0.4], [-0.8, 3.4, -1.8], [0.6, 1.1, -0.4], [1.1, 0.2, 3.5], [1.3, -2.6, 1.4], [-0.6, 3.0, 0.6], [3.5, 0.4, 0.2], [2.1, -1.0, 2.0], [0.5, 1.7, -0.1], [1.2, 1.1, -2.6]]}



Number 1: electronic energy -230687.7608 eV. Number 2: electronic energy -15068.5266 eV. Number 3: electronic energy -50702.5988 eV.